{"formula": "C3H2Cl3N3", "method": "ωB97M-V/def2-TZVPD", "symbols": ["Cl", "Cl", "Cl", "N", "N", "N", "C", "C", "C", "H", "H"], "coordinates": [[-1.338, 0.971, 2.063], [-1.330, 1.996, -0.681], [3.150, 0.103, 1.115], [1.474, 0.534, 1.102], [-2.503, -1.391, -0.465], [0.910, -0.543, -0.975], [-1.891, -0.506, -0.074], [-1.119, 0.592, 0.375], [0.779, 0.153, 0.150], [1.770, -1.057, -1.123], [0.098, -0.852, -1.487]], "mulliken_charge": [-0.11, -0.12, -0.14, -0.35, -0.33, -0.42, -0.07, 0.49, 0.63, 0.21, 0.21], "relative_energy_kcal_mol": 5.7, "charge": 0, "lumo_energy_ev": -0.37, "multiplicity": 1, "molar_mass_g_mol": 186.429, "orbital_gap_ev": 9.7686}